{
  "formula": "C40H43As2IMnNOSi",
  "method": "the ωB97M-V functional and the def2-TZVPD basis",
  "symbols": ["Mn", "C", "C", "C", "C", "C", "C", "H", "H", "H", "H", "H", "H", "C", "C", "As", "C", "C", "C", "C", "C", "C", "C", "C", "C", "C", "C", "C", "As", "C", "C", "C", "C", "C", "C", "C", "C", "C", "C", "C", "C", "H", "H", "H", "H", "H", "H", "H", "H", "H", "H", "H", "H", "H", "H", "H", "H", "H", "H", "H", "H", "H", "H", "H", "H", "I", "C", "C", "C", "C", "C", "N", "H", "H", "H", "H", "C", "Si", "C", "C", "O", "H", "H", "H", "H", "H", "H", "H", "H", "H"],
  "coordinates": [[-0.780, 1.371, 0.593], [-0.678, 4.750, -0.605], [-1.446, 3.739, -1.165], [-0.825, 2.605, -1.692], [0.566, 2.485, -1.635], [1.327, 3.501, -1.071], [0.704, 4.634, -0.567], [-1.157, 5.635, -0.206], [-2.522, 3.847, -1.229], [-1.404, 1.858, -2.221], [1.043, 1.624, -2.083], [2.404, 3.408, -1.029], [1.301, 5.428, -0.138], [-0.471, -2.643, -0.537], [1.031, -2.421, -0.397], [1.857, -1.277, -1.800], [2.895, -2.604, -2.763], [3.692, -3.554, -2.127], [4.406, -4.481, -2.873], [4.326, -4.467, -4.261], [3.537, -3.523, -4.901], [2.824, -2.594, -4.154], [3.189, -0.459, -0.632], [4.569, -0.571, -0.736], [5.385, 0.130, 0.147], [4.836, 0.946, 1.126], [3.455, 1.079, 1.228], [2.651, 0.378, 0.347], [-1.560, -1.015, -0.725], [-1.974, -0.912, -2.618], [-2.911, 0.030, -3.040], [-3.221, 0.167, -4.385], [-2.586, -0.634, -5.325], [-1.651, -1.573, -4.913], [-1.347, -1.713, -3.565], [-3.232, -1.721, 0.003], [-4.430, -1.676, -0.700], [-5.610, -2.113, -0.110], [-5.606, -2.597, 1.190], [-4.412, -2.655, 1.896], [-3.234, -2.219, 1.307], [-0.861, -3.122, 0.360], [-0.725, -3.305, -1.364], [1.552, -3.379, -0.373], [1.248, -1.917, 0.545], [3.770, -3.567, -1.046], [5.025, -5.214, -2.373], [4.884, -5.191, -4.841], [3.476, -3.507, -5.982], [2.211, -1.854, -4.656], [5.014, -1.199, -1.498], [6.461, 0.037, 0.066], [5.484, 1.486, 1.804], [3.009, 1.729, 1.969], [1.567, 0.482, 0.368], [-3.408, 0.665, -2.313], [-3.954, 0.899, -4.699], [-2.825, -0.530, -6.375], [-1.155, -2.201, -5.642], [-0.617, -2.455, -3.270], [-4.456, -1.314, -1.719], [-6.533, -2.079, -0.674], [-6.526, -2.936, 1.648], [-4.395, -3.047, 2.905], [-2.314, -2.279, 1.877], [-3.567, 1.516, 1.845], [-2.325, 0.243, 2.957], [-2.730, -0.241, 4.185], [-1.870, -1.102, 4.848], [-0.653, -1.430, 4.269], [-0.336, -0.875, 3.043], [-1.166, -0.056, 2.391], [-3.686, 0.043, 4.603], [-2.148, -1.505, 5.813], [0.047, -2.090, 4.761], [0.612, -1.083, 2.559], [-1.116, 4.251, 3.774], [0.393, 3.341, 3.150], [0.914, 2.103, 4.461], [1.769, 4.570, 2.865], [0.055, 2.553, 1.770], [-0.873, 4.865, 4.646], [-1.910, 3.559, 4.070], [-1.520, 4.914, 3.003], [1.336, 2.605, 5.337], [1.672, 1.410, 4.082], [0.060, 1.512, 4.805], [2.082, 5.038, 3.803], [1.441, 5.368, 2.194], [2.648, 4.097, 2.417]],
  "e_above_lowest_kcal_mol": 20.1,
  "gap_ev": [8.31, 8.26],
  "total_charge": 1,
  "lumo_energy_ha": [-0.09149, -0.09561],
  "spin_multiplicity": 6
}

{
  "formula": "C40H43AsCl5NOP2Pd",
  "method": "the ωB97M-V functional and the def2-TZVPD basis",
  "symbols": ["Pd", "C", "P", "C", "C", "C", "C", "C", "C", "C", "P", "C", "C", "H", "H", "H", "H", "H", "H", "H", "H", "H", "H", "H", "H", "H", "H", "H", "H", "Cl", "C", "C", "Cl", "C", "Cl", "C", "O", "C", "Cl", "C", "Cl", "C", "C", "C", "C", "C", "C", "As", "N", "C", "C", "C", "C", "C", "C", "C", "C", "C", "C", "C", "C", "C", "C", "C", "C", "C", "C", "H", "H", "H", "H", "H", "H", "H", "H", "H", "H", "H", "H", "H", "H", "H", "H", "H", "H", "H", "H", "H", "H", "H", "H", "H", "H", "H"],
  "coordinates": [[1.233, -2.063, 0.323], [4.107, 0.135, 3.794], [3.134, -0.782, 2.498], [1.469, -0.347, 3.117], [3.406, 0.366, 1.073], [3.508, 1.743, 1.243], [3.846, 2.581, 0.189], [4.118, 2.033, -1.052], [4.005, 0.661, -1.245], [3.619, -0.188, -0.209], [3.235, -1.997, -0.469], [4.933, -2.670, -0.130], [3.255, -2.150, -2.305], [3.695, 1.113, 4.057], [5.141, 0.260, 3.466], [4.108, -0.483, 4.694], [1.355, 0.730, 3.272], [1.316, -0.881, 4.058], [0.684, -0.694, 2.446], [3.308, 2.179, 2.214], [3.884, 3.654, 0.338], [4.384, 2.673, -1.885], [4.179, 0.265, -2.237], [5.700, -2.167, -0.727], [4.946, -3.740, -0.349], [5.156, -2.535, 0.929], [4.096, -1.686, -2.828], [2.305, -1.769, -2.680], [3.281, -3.222, -2.516], [-2.783, -7.913, 2.589], [-2.134, -6.358, 3.005], [-0.888, -5.944, 2.513], [-0.004, -7.010, 1.469], [-0.356, -4.715, 2.844], [1.169, -4.196, 2.223], [-1.031, -3.778, 3.716], [-0.546, -2.682, 4.039], [-2.310, -4.249, 4.175], [-3.190, -3.171, 5.213], [-2.832, -5.485, 3.837], [-4.379, -5.972, 4.460], [2.256, 5.763, -2.693], [1.561, 4.559, -2.113], [0.983, 4.595, -0.854], [0.362, 3.477, -0.306], [-0.218, 3.591, 1.085], [0.281, 2.275, -1.033], [-0.424, 0.729, 0.040], [-0.211, -0.846, -0.856], [-1.058, -1.346, -1.792], [-1.953, -0.601, -2.593], [-2.753, -1.203, -3.555], [-2.704, -2.569, -3.784], [-1.821, -3.328, -3.013], [-1.023, -2.743, -2.054], [-2.416, 1.035, 0.084], [-3.063, 0.153, 0.975], [-2.322, -0.930, 1.718], [-4.435, 0.253, 1.187], [-5.204, 1.214, 0.554], [-6.689, 1.312, 0.790], [-4.565, 2.076, -0.320], [-3.197, 2.005, -0.574], [-2.663, 2.988, -1.587], [0.894, 2.224, -2.295], [0.912, 0.972, -3.129], [1.508, 3.361, -2.812], [2.157, 6.627, -2.035], [1.841, 6.029, -3.667], [3.322, 5.570, -2.834], [1.023, 5.513, -0.275], [-0.106, 4.606, 1.468], [0.283, 2.901, 1.768], [-1.278, 3.332, 1.104], [-2.023, 0.469, -2.454], [-3.430, -0.581, -4.134], [-3.338, -3.034, -4.530], [-1.764, -4.401, -3.162], [-0.342, -3.334, -1.440], [-1.522, -0.519, 2.339], [-1.842, -1.628, 1.027], [-2.979, -1.488, 2.384], [-4.905, -0.448, 1.868], [-7.019, 0.550, 1.497], [-7.245, 1.174, -0.140], [-6.963, 2.289, 1.195], [-5.153, 2.825, -0.845], [-3.489, 3.402, -2.168], [-1.955, 2.531, -2.275], [-2.135, 3.819, -1.115], [1.157, 0.113, -2.509], [1.637, 1.060, -3.940], [-0.066, 0.762, -3.567], [1.975, 3.297, -3.791]],
  "e_above_lowest_kcal_mol": 0.0,
  "gap_ev": 5.07,
  "total_charge": -2,
  "lumo_energy_ha": 0.14723
}

{
  "formula": "C40H43AsN3O2PPdSi",
  "method": "the ωB97M-V functional and the def2-TZVPD basis",
  "symbols": ["Pd", "N", "C", "C", "O", "O", "H", "H", "H", "H", "C", "C", "As", "C", "C", "C", "C", "C", "C", "C", "C", "C", "C", "C", "C", "P", "C", "C", "C", "C", "C", "C", "C", "C", "C", "C", "C", "C", "H", "H", "H", "H", "H", "H", "H", "H", "H", "H", "H", "H", "H", "H", "H", "H", "H", "H", "H", "H", "H", "H", "H", "H", "N", "C", "N", "C", "C", "C", "C", "C", "C", "H", "H", "H", "H", "H", "H", "C", "Si", "C", "C", "C", "C", "H", "H", "H", "H", "H", "H", "H", "H", "H"],
  "coordinates": [[-2.208, 0.713, -0.608], [-2.722, 2.679, -1.620], [-3.705, 3.720, -1.280], [-4.976, 3.110, -0.631], [-6.076, 3.468, -1.134], [-4.775, 2.310, 0.303], [-1.827, 3.068, -1.886], [-3.068, 2.134, -2.402], [-4.010, 4.296, -2.158], [-3.242, 4.401, -0.563], [2.411, 1.647, -1.104], [3.127, 1.926, 0.215], [4.930, 1.134, 0.269], [4.445, -0.748, 0.412], [3.199, -1.178, 0.864], [2.908, -2.537, 0.931], [3.861, -3.475, 0.560], [5.104, -3.055, 0.106], [5.391, -1.699, 0.026], [5.297, 1.496, 2.164], [5.564, 2.814, 2.531], [5.816, 3.153, 3.852], [5.822, 2.170, 4.833], [5.567, 0.853, 4.479], [5.305, 0.519, 3.156], [0.521, 1.690, -1.098], [0.098, 0.491, 0.168], [0.252, 0.684, 1.558], [-0.320, -0.267, 2.462], [-0.893, -1.419, 2.048], [-0.797, -1.824, 0.622], [-0.033, -0.929, -0.336], [0.285, 3.328, -0.268], [1.081, 4.418, -0.633], [0.868, 5.686, -0.109], [-0.164, 5.899, 0.795], [-0.975, 4.831, 1.159], [-0.754, 3.563, 0.639], [2.615, 0.627, -1.449], [2.774, 2.303, -1.903], [2.550, 1.555, 1.059], [3.270, 3.000, 0.357], [2.421, -0.471, 1.142], [1.920, -2.839, 1.257], [3.628, -4.533, 0.605], [5.845, -3.785, -0.202], [6.355, -1.371, -0.347], [5.561, 3.591, 1.772], [6.004, 4.187, 4.118], [6.014, 2.431, 5.867], [5.555, 0.081, 5.239], [5.085, -0.509, 2.898], [0.473, 1.671, 1.948], [-0.363, -0.002, 3.517], [-1.397, -2.075, 2.752], [-0.578, -2.885, 0.465], [0.779, -1.370, -0.911], [1.885, 4.275, -1.348], [1.507, 6.510, -0.411], [-0.340, 6.887, 1.204], [-1.797, 4.981, 1.850], [-1.406, 2.744, 0.918], [-6.449, -0.512, -0.765], [-5.662, 0.284, -1.551], [-4.530, -0.267, -1.876], [-4.530, -1.498, -1.219], [-3.498, -2.442, -1.116], [-3.780, -3.580, -0.369], [-5.009, -3.765, 0.279], [-6.004, -2.805, 0.232], [-5.732, -1.668, -0.521], [-7.230, -0.167, -0.239], [-5.996, 1.276, -1.828], [-2.262, -1.459, -2.509], [-3.003, -4.325, -0.244], [-5.168, -4.665, 0.864], [-6.934, -2.925, 0.775], [0.341, -2.776, -3.311], [-1.138, -3.496, -2.398], [-0.505, -4.933, -1.328], [-2.272, -4.267, -3.698], [-2.117, -2.089, -1.617], [-1.495, -1.178, -0.549], [0.670, -3.437, -4.120], [1.187, -2.612, -2.641], [0.075, -1.807, -3.742], [-0.880, -5.890, -1.705], [-0.801, -4.847, -0.282], [0.589, -4.965, -1.353], [-1.765, -5.061, -4.256], [-2.609, -3.509, -4.410], [-3.160, -4.691, -3.221]],
  "e_above_lowest_kcal_mol": 63.5,
  "gap_ev": [3.55, 3.84],
  "total_charge": -2,
  "lumo_energy_ha": [0.15409, 0.15397]
}